1.
Computed, not measured: a structure of composition C12H26BCsF4N5O4 at a distorted geometry, with wB97M-V/def2-TZVPD.

The geometry in XYZ format:
```
53
Properties=species:S:1:pos:R:3
Cs 1.41973 -2.05467 -0.77514
C 0.40124 -0.64359 2.63231
O 0.04679 -2.01050 2.52843
C -1.17432 -2.20810 1.83431
C -1.33983 -3.71774 1.66185
O -1.18663 -4.15130 0.32281
C -2.34336 -3.90738 -0.46300
H -0.33939 -0.08192 3.21627
H 0.49185 -0.17670 1.64754
H 1.36238 -0.59159 3.14064
H -1.13653 -1.73038 0.84477
H -2.00356 -1.74948 2.38544
H -2.29237 -4.07437 2.06901
H -0.53383 -4.18188 2.22844
H -3.16970 -4.54889 -0.13302
H -2.10253 -4.10658 -1.50325
H -2.66083 -2.86100 -0.40052
N 4.87500 0.36820 2.24866
C 4.40963 -1.01747 2.16421
C 3.57901 -1.37729 0.92733
O 3.13756 -0.41434 0.23365
O 3.35326 -2.59735 0.73016
H 4.18832 0.92820 1.74963
H 5.71390 0.45683 1.68746
H 3.78608 -1.26096 3.02993
H 5.25588 -1.70463 2.20640
C -1.63418 1.32329 -0.46686
N -0.16389 1.27046 -0.45129
C 0.33606 2.34364 0.41010
N -0.10812 3.67463 -0.03292
C -1.57784 3.66727 -0.06050
N -2.12887 2.62918 -0.93425
C -1.59862 2.83808 -2.29215
N -0.12801 2.82659 -2.32787
C 0.32204 1.51946 -1.81753
C 0.35862 3.86278 -1.41545
H -2.00067 1.15551 0.54918
H -2.01706 0.53926 -1.11886
H 1.42736 2.31003 0.41698
H -0.02278 2.18100 1.42850
H -1.92500 4.64311 -0.40659
H -1.94715 3.50832 0.95528
H -1.95173 3.80302 -2.66315
H -1.97451 2.04530 -2.93932
H 1.41386 1.49703 -1.80295
H -0.04446 0.73299 -2.47886
H 0.01741 4.83792 -1.76925
H 1.44970 3.85283 -1.41995
F -0.80478 -1.62680 -1.92817
B -1.58299 -1.53422 -3.13871
F -2.71479 -0.72954 -2.87254
F -1.96559 -2.83053 -3.52276
F -0.77176 -0.92572 -4.11442
```

Properties
- Energy relative to the best compared isomer or geometry (same formula, charge and spin): 21.6 kcal per mole
- Molar mass: 524.08 g mol⁻¹
- DFT total energy: -40609.315 eV
- F_max: 2.069 eV/Å
- Total charge: -1

=====

2.
Computed, not measured: a structure of composition C20H19N5O2Zr at a distorted geometry, with wB97M-V/def2-TZVPD.

The geometry in XYZ format:
```
47
Properties=species:S:1:pos:R:3
N 0.20156 -0.50670 2.11909
C 0.14358 -0.89594 3.22079
C 0.07163 -1.32657 4.59036
H 0.18164 -0.45819 5.25469
H 0.87837 -2.04111 4.80794
H -0.89068 -1.81410 4.80399
N 0.68315 -1.48342 -1.48709
C 0.71350 -2.28902 -2.33801
C 0.79519 -3.27225 -3.36912
H 1.50184 -4.05206 -3.05672
H 1.15882 -2.80498 -4.29381
H -0.17989 -3.73798 -3.56970
N 0.39682 2.11704 -0.39307
C 0.44918 3.23063 -0.70779
C 0.53642 4.62295 -1.07274
H -0.15871 4.85985 -1.89026
H 1.55675 4.86364 -1.40270
H 0.28930 5.24964 -0.20502
Zr 0.12200 -0.00609 -0.00140
C -1.22564 0.48338 -2.03194
O -2.04365 0.76972 -2.79243
C -1.35691 -1.96494 0.34385
O -2.14075 -2.79166 0.51446
C 3.19131 -0.98775 1.25690
C 3.14741 0.35252 1.64241
C 3.22838 1.36276 0.67621
C 3.35128 1.03059 -0.67327
C 3.39233 -0.31374 -1.05975
C 3.31303 -1.32056 -0.09658
H 3.19043 -1.77228 2.01451
H 3.11218 0.60910 2.70192
H 3.25730 2.41005 0.97990
H 3.47349 1.81735 -1.41873
H 3.54816 -0.57663 -2.10643
H 3.40788 -2.36485 -0.39559
N -6.51273 -1.00628 -0.68392
C -5.70931 -0.26003 -0.26632
C -4.68206 0.61878 0.19442
C -4.93728 1.83431 0.82338
C -3.84317 2.56103 1.26673
C -2.54550 2.05841 1.12423
N -2.31958 0.90811 0.46767
C -3.36122 0.21542 -0.01169
H -5.95969 2.18808 0.95239
H -3.94882 3.52767 1.74072
H -1.66894 2.58546 1.51881
H -3.14677 -0.69026 -0.59577
```

Properties
- Energy relative to the best compared isomer or geometry (same formula, charge and spin): 0.0 kcal per mole
- Molar mass: 452.63 g mol⁻¹
- DFT total energy: -33830.880 eV
- F_max: 5.065 eV/Å
- Total charge: +4

=====

3.
Computed, not measured: an isolated molecule of C8H13NO at a distorted geometry, with wB97M-V/def2-TZVPD.

The geometry in XYZ format:
```
23
Properties=species:S:1:pos:R:3
C 1.26207 0.58123 -0.35574
C 0.05688 0.04484 3.27816
C -0.62421 0.44695 2.24627
C -1.39991 0.02152 -0.14766
C -0.70907 -0.03711 -1.49944
C -0.42161 -0.19860 0.92563
C -0.01504 -1.68219 0.84516
C 1.15170 1.09557 -2.68724
N 0.60895 0.58327 -1.46328
O 2.38338 0.64247 -0.00818
H -0.05347 0.54580 4.26162
H 0.73758 -0.77632 3.03188
H -1.16662 1.34940 2.31356
H -1.97884 1.00077 -0.08463
H -2.24817 -0.62709 0.02499
H -0.62803 -1.01468 -1.81519
H -1.30021 0.40557 -2.21900
H 0.49054 -1.85231 -0.10535
H -0.89421 -2.25611 1.00113
H 0.78707 -1.87100 1.63596
H 0.95144 0.38781 -3.60497
H 0.75792 1.97654 -2.99647
H 2.25184 1.23366 -2.57721
```

Properties
- Energy relative to the best compared isomer or geometry (same formula, charge and spin): 80.2 kcal per mole
- Molar mass: 139.20 g mol⁻¹
- DFT total energy: -12041.078 eV
- F_max: 5.097 eV/Å

=====

4.
Computed, not measured: a cluster of 2 separate species, C4H12O in total at a distorted geometry, with wB97M-V/def2-TZVPD.

The geometry in XYZ format:
```
17
Properties=species:S:1:pos:R:3
C 0.19091 0.39193 -1.45179
C -0.52888 1.33213 -2.39615
O -0.65705 -0.62728 -0.96736
H 0.99783 -0.08451 -2.02437
H 0.68507 0.84543 -0.60015
H -1.37491 1.73814 -1.88599
H -0.81647 -1.36474 -1.52123
H -0.84702 0.79481 -3.28673
H 0.08907 2.17324 -2.68785
C 0.65105 0.02820 2.13812
C -0.08081 -1.31333 2.04210
H 1.37133 0.13905 1.33253
H -0.03838 0.87344 2.07453
H 1.12412 0.09445 3.11317
H -0.27176 -1.67942 1.04174
H -1.04463 -1.28780 2.54282
H 0.55052 -2.05375 2.53661
```

Properties
- Energy relative to the best compared isomer or geometry (same formula, charge and spin): 14.7 kcal per mole
- SMILES: CCO.CC
- Molar mass: 76.14 g mol⁻¹
- DFT total energy: -6389.483 eV
- F_max: 2.166 eV/Å

=====

5.
Computed, not measured: a cluster of 2 separate species, C22H25Br2N3O2 in total at a distorted geometry, with wB97M-V/def2-TZVPD.

The geometry in XYZ format:
```
54
Properties=species:S:1:pos:R:3
C 1.75897 1.98297 -0.31510
N 0.54929 2.73451 -0.07686
C 0.63000 4.14641 -0.44492
C -0.74505 4.72821 -0.63200
C -1.54301 4.46614 0.61743
N -1.51403 3.05531 0.92200
C -2.50561 2.76804 1.93621
C -2.31753 1.38148 2.47366
C -1.88798 0.43484 1.37969
N -0.67728 0.85123 0.73513
C -0.54471 2.19531 0.53474
H 1.86504 1.12319 0.34400
H 1.80928 1.63761 -1.35463
H 2.62241 2.62633 -0.11673
H 1.15558 4.70174 0.35150
H 1.20968 4.22658 -1.37141
H -0.68987 5.81615 -0.76394
H -1.25166 4.29549 -1.50703
H -1.11659 5.01820 1.48715
H -2.60652 4.75046 0.49322
H -2.39707 3.50571 2.75030
H -3.49300 2.92556 1.46805
H -1.56313 1.42393 3.27043
H -3.26162 1.04878 2.91170
H -1.76827 -0.56774 1.78583
H -2.66230 0.36641 0.60493
C 1.48822 -3.63274 -5.30439
O 0.87416 -2.38272 -4.86157
C 0.88485 -1.98987 -3.55277
C 1.49299 -2.73558 -2.51799
C 1.22974 -2.42961 -1.19416
C 0.45456 -1.29469 -0.80271
C 0.21787 -0.94142 0.58954
C 0.17008 -1.99301 1.55956
C 0.62333 -1.73672 2.90463
C 0.97091 -2.76242 3.74596
Br 1.53405 -2.47060 5.51507
C 0.82465 -4.18925 3.36117
O 1.08738 -5.13026 4.12585
C 0.26397 -4.39958 2.00337
Br -0.05862 -6.20757 1.55029
C -0.08603 -3.35723 1.19185
C -0.03126 -0.48544 -1.86532
C 0.15982 -0.82360 -3.18316
H 1.37403 -3.62608 -6.39120
H 2.55796 -3.67151 -5.05957
H 0.97141 -4.51626 -4.89966
H 2.10833 -3.60375 -2.75341
H 1.64459 -3.10856 -0.44400
H 0.65712 0.00218 0.96541
H 0.84429 -0.71765 3.22751
H -0.40692 -3.61211 0.18155
H -0.60927 0.40572 -1.60146
H -0.29723 -0.23252 -3.97373
```

Properties
- SMILES: COc1ccc(C=C2C=C(Br)C(=O)C(Br)=C2)cc1.CN1CCCN2CCCN=C12
- Molar mass: 523.27 g mol⁻¹
- DFT total energy: -171865.998 eV
- F_max: 5.704 eV/Å

=====

In the order shown, the computed HOMO level values come out to -5.671, -20.984, -7.318, -10.355, -7.195 eV.
In the order shown, the computed frontier orbital gap values come out to 7.902, 5.409, 8.103, 11.305, 7.033 eV.